DFT (the ωB97M-V functional and the def2-TZVPD basis) results for a molecular structure, C20H30CaF6O13 in a non-equilibrium geometry.

## Properties
ΔE to the lowest compared entry with this formula, charge and spin = 0.0 kcal/mol

Geometry as XYZ:
```
70
Properties=species:S:1:pos:R:3:forces:R:3
Ca -0.343972 0.177282 0.503011 0.070 0.223 -0.476
F -3.952842 2.770608 -1.115301 -0.135 0.095 0.162
F -4.471787 1.065819 -2.317925 -0.275 -0.232 -0.228
F 2.990771 1.662810 2.254621 0.049 0.123 -0.080
F 4.280999 0.004450 1.760815 0.181 -0.062 -0.088
F 3.528887 0.218725 3.774373 -0.002 0.057 -0.095
F -2.460330 1.854742 -2.365369 0.045 -0.114 0.014
O -1.024481 -3.253836 3.193748 0.163 -0.094 -0.179
O -1.944747 -3.835982 1.261784 0.013 -0.182 0.015
O 0.521872 0.965004 -1.792776 -0.277 -0.006 0.496
O 0.792265 0.153586 2.547247 0.430 0.279 0.835
O 1.386125 -0.464374 -3.288691 0.079 0.083 0.098
O 1.260983 4.117693 1.979839 0.025 0.089 -0.109
O 0.438147 2.366558 0.882098 -0.328 -0.129 -0.147
O 0.589764 1.492117 -3.968231 0.381 0.247 0.143
O -2.448596 1.156075 0.625414 0.664 1.022 -0.404
O -2.308779 -0.419274 -0.900560 -0.086 -0.250 -0.687
O 1.683507 3.892646 -0.194648 -0.212 -0.266 0.276
O -1.217710 -1.741523 1.557651 -0.088 -0.065 -0.023
O 1.794635 -0.886749 0.854361 0.214 1.166 -0.496
C 0.467833 0.159736 3.914659 -0.776 0.010 0.906
C 1.997660 -0.529893 2.114656 -1.156 -2.165 -0.727
C -1.286493 -6.155995 1.261804 0.892 -0.262 0.071
C 1.133842 0.906303 -5.149820 -0.120 -0.941 0.297
C 1.875710 -0.349606 -4.635333 0.092 0.779 0.224
C -1.968327 -5.059864 2.029425 0.051 0.151 0.032
C 1.070853 3.368254 0.884709 0.362 0.369 -0.141
C 2.449594 5.042725 0.177177 0.072 0.177 0.116
C 2.103420 6.197734 -0.730203 -0.192 -0.101 -0.225
C -1.374624 -2.850003 1.957818 -0.036 -0.239 0.472
C -1.294520 -4.649078 3.353464 -0.562 0.002 -0.014
C 1.600956 -1.607710 -5.391667 0.097 -0.341 -0.128
C -3.500706 1.590614 -1.548988 0.497 0.582 0.003
C -1.764318 -2.383302 -2.106316 0.178 -0.146 0.728
C 2.099198 5.224051 1.666033 0.401 0.257 -0.030
C -3.135629 0.662550 -0.385378 0.083 -0.832 2.079
C 0.820809 0.694179 -2.909476 -0.170 -0.269 -0.419
C 3.201077 0.348162 2.460856 0.149 0.207 -0.002
C -2.880235 -1.414094 -1.724035 0.818 -0.325 -0.405
C -0.783955 1.012171 4.110861 0.034 -0.168 -0.407
H 2.944108 -0.136666 -4.548775 0.014 -0.125 -0.113
H 2.247897 5.885472 -1.765579 0.063 0.078 0.017
H -0.380228 -5.198255 3.565917 0.139 0.124 -0.106
H 2.738425 7.061592 -0.536914 0.028 -0.011 0.076
H -4.073053 0.256752 0.048322 -0.357 -0.329 -0.905
H 1.576471 6.157444 1.875071 -0.162 -0.065 -0.094
H 0.303425 0.596323 -5.784856 0.040 0.288 -0.199
H 1.770831 -1.462183 -6.459507 -0.042 0.055 -0.003
H 1.057195 6.488709 -0.623490 0.020 -0.003 0.111
H 2.992054 5.188594 2.289749 -0.076 -0.107 0.063
H -1.448182 -2.982452 -1.245216 -0.130 0.082 -0.010
H -0.193933 -6.067372 1.301094 -0.121 0.246 0.061
H -1.505683 -7.123888 1.716487 -0.225 -0.007 -0.195
H -0.681805 1.995369 3.649336 0.138 0.016 0.104
H -3.658977 -1.945718 -1.172845 -0.297 0.117 -0.173
H 2.265112 -2.405887 -5.062753 -0.089 -0.046 0.051
H 3.501777 4.781360 0.054770 -0.007 -0.056 0.043
H -1.988962 -4.765488 4.184007 0.126 0.026 0.099
H 1.282443 0.512345 4.550973 0.130 0.188 -0.253
H 0.567159 -1.910622 -5.225122 -0.019 -0.023 -0.096
H -1.631741 0.525904 3.619358 0.003 0.056 0.038
H -3.010042 -5.321440 2.211093 -0.084 0.148 -0.149
H 2.112102 -1.477488 2.687495 0.107 0.486 0.795
H 1.814019 1.596786 -5.634378 -0.157 0.178 -0.134
H -3.237873 -0.976218 -2.658085 -0.458 0.029 0.162
H -1.020195 1.125509 5.168250 0.051 -0.002 0.034
H 0.222058 -0.851817 4.277009 0.224 -0.065 -0.283
H -2.077013 -3.084930 -2.879138 -0.002 0.138 -0.147
H -0.874220 -1.827315 -2.408513 -0.116 -0.008 -0.318
H -1.540057 -6.137702 0.204516 -0.369 -0.135 0.063
```
Positions in Å, forces in eV/Å.

***

DFT (the ωB97M-V functional and the def2-TZVPD basis) results for 14 unconnected molecules or ions with the total composition C20H30Cl39N2S in a non-equilibrium geometry.

## Properties
Total charge = +1

Geometry as XYZ:
```
92
Properties=species:S:1:pos:R:3:forces:R:3
Cl -10.639761 7.103789 2.061794 0.008 -0.007 -0.003
Cl -1.099026 -2.728980 -6.612823 -0.004 -0.005 0.033
Cl 3.969597 3.400543 -4.339206 -0.016 -0.020 0.014
Cl -7.055279 1.706848 2.001744 0.011 0.004 -0.009
Cl -5.298875 2.070348 -8.964782 0.033 0.100 0.001
Cl 0.800480 -7.874628 9.249251 0.005 0.005 0.000
Cl 1.654564 -4.789682 3.506217 -0.053 -0.198 0.033
Cl -4.715392 0.779511 -5.767824 -0.074 -0.093 0.048
Cl -0.625517 4.057490 -1.225952 0.116 0.026 0.026
Cl -10.339963 4.571734 3.456313 0.017 -0.018 -0.006
Cl -7.412373 4.208041 0.567641 -0.011 0.020 -0.053
Cl -1.867183 5.698435 -5.264291 0.007 -0.038 0.001
Cl -5.610454 -2.392903 -2.348332 -0.002 0.002 -0.003
Cl -2.834834 2.260404 -4.143489 0.004 0.002 -0.046
Cl -2.116996 1.473984 -6.860720 -0.052 0.015 0.047
Cl 0.890954 6.459487 -4.807603 0.034 -0.017 0.031
Cl -1.408916 4.429984 1.545700 0.000 0.007 -0.005
Cl 3.743960 -1.404278 5.767103 -0.027 0.086 -0.021
Cl 3.382054 4.678345 -6.880858 0.147 0.018 -0.050
Cl -6.714382 4.452567 -9.834330 0.013 -0.003 0.011
Cl -9.220030 6.998992 4.596338 0.009 -0.006 -0.001
Cl 4.219379 -4.173139 6.503979 0.017 0.076 -0.007
Cl 5.401696 -3.095391 4.073480 0.042 -0.015 0.021
Cl -4.377752 4.709925 -8.130260 0.032 -0.024 0.014
Cl 2.899923 -8.162958 11.236671 -0.002 -0.046 0.056
Cl -0.437368 -6.809134 3.387176 0.068 0.038 -0.005
Cl -3.024043 -1.676746 -3.456064 0.073 -0.014 -0.010
Cl 6.095841 3.829415 -6.274287 -0.010 0.000 0.012
Cl 0.930699 -0.789759 -7.370107 -0.010 0.022 0.012
Cl -0.272033 -2.501353 -9.388092 0.012 0.002 0.013
Cl 5.205062 -5.887514 9.355632 0.045 -0.049 0.004
Cl 2.799632 -4.572332 10.303745 -0.008 -0.001 -0.013
Cl 2.630403 -10.128320 9.115116 0.004 0.010 0.004
Cl 0.261293 3.756238 -5.710607 -0.057 0.079 -0.047
Cl 0.510311 -5.531664 0.953194 -0.080 -0.102 0.020
Cl -3.154454 3.027556 -0.304997 -0.037 -0.052 -0.021
Cl 5.409023 -3.510575 11.010470 0.004 -0.014 -0.003
Cl -6.129273 4.202815 3.169573 0.009 0.010 -0.006
Cl -3.771275 -0.770396 -0.795105 0.013 0.057 0.009
S 1.839068 0.472372 2.032226 -0.374 -0.058 0.317
N 2.326321 -0.733474 1.019745 0.412 0.524 -0.084
N 3.065409 1.124982 2.950646 0.130 -0.681 -0.270
C -9.603222 6.134494 3.107528 0.038 -0.013 -0.016
C -0.270090 5.139582 -4.755373 -0.011 -0.138 -0.077
C 2.446032 -8.433256 9.552469 0.010 0.039 -0.040
C 4.475676 -4.965327 10.679412 -0.031 0.062 -0.022
C 4.020891 -3.054627 5.174137 0.016 -0.066 -0.007
C -6.381523 3.299721 1.672787 -0.074 -0.018 0.080
C 1.503793 1.853706 0.847670 1.059 -0.013 0.981
C 0.184333 -5.336374 2.672210 -0.139 -0.013 -0.053
C 3.680392 -3.937139 -1.557470 0.167 0.131 0.447
C -5.149193 3.769624 -9.417520 -0.054 -0.017 -0.087
C -3.427849 1.977223 -5.791605 0.053 -0.116 0.081
C 2.800326 -3.127838 -0.587011 0.400 -0.470 -0.367
C 3.591961 -2.862232 0.700723 -0.371 -0.155 -0.136
C 4.383094 3.487781 -6.064279 -0.007 0.019 -0.027
C 2.979986 -1.873511 1.697304 0.057 -0.339 0.258
C -4.352439 -1.166845 -2.421850 -0.041 0.029 -0.056
C -1.979540 4.323816 -0.121301 -0.042 -0.065 0.014
C -0.534824 -1.638741 -7.878035 -0.034 0.000 -0.029
C 3.532965 3.133761 0.140205 -0.276 -0.233 0.060
C 2.452995 3.028191 0.945492 0.471 -0.218 0.037
H 4.177263 2.517509 -6.497089 -0.003 0.000 0.021
H 3.969296 1.125538 2.480150 -0.052 0.407 -0.062
H -8.675371 5.950981 2.580908 -0.007 0.003 0.009
H 3.161207 0.558434 3.792595 -0.087 0.125 0.142
H 2.234549 -2.365886 2.331956 -0.062 0.117 -0.247
H 4.649235 -3.441748 -1.693018 -0.174 -0.025 -0.182
H -2.451519 5.263502 -0.379268 0.019 -0.003 -0.008
H 3.200552 -4.073606 -2.527056 0.064 -0.039 0.088
H -3.832512 2.903257 -6.176956 0.016 0.056 0.013
H 3.116621 -7.848819 8.935358 -0.008 0.003 0.013
H 3.733961 4.012591 -0.468310 0.887 0.560 1.277
H 4.611653 -2.558127 0.437577 -0.115 0.105 0.064
H -4.510199 3.827543 -10.288987 0.003 0.005 0.014
H -5.420053 3.165384 1.197720 0.003 0.022 0.013
H -0.557605 -4.557123 2.789030 -0.002 -0.011 0.000
H 3.676212 -3.819605 1.228463 0.178 0.166 0.005
H -1.306169 -0.897540 -8.041049 0.003 -0.019 0.001
H 0.519241 2.222736 1.144782 -0.018 -0.232 -0.268
H 3.777543 -1.526164 2.369203 -0.121 0.008 -0.120
H 2.247000 3.771882 1.713213 -0.883 0.640 -1.026
H -4.778800 -0.267497 -2.850024 0.023 0.004 0.018
H 2.867528 -0.379757 0.233749 0.023 -0.097 -0.012
H 3.144120 -3.342289 4.610032 0.062 0.119 0.089
H 4.488327 -5.589881 11.563225 -0.011 -0.022 -0.024
H 4.220735 2.291947 0.027282 -0.839 -0.393 -1.298
H 3.899950 -4.914335 -1.113264 -0.085 0.034 -0.201
H 2.484053 -2.209108 -1.092025 -0.075 -0.049 0.182
H 1.510900 1.455416 -0.166024 -0.232 -0.212 0.214
H 1.923867 -3.750523 -0.381670 -0.056 0.523 0.090
H -0.345839 4.782697 -3.740022 -0.087 0.155 0.084
```
Positions in Å, forces in eV/Å.

***

DFT (the ωB97M-V functional and the def2-TZVPD basis) results for a molecular structure, C20H30ClI4NO3PS in a non-equilibrium geometry.

## Properties
ΔE to the lowest compared entry with this formula, charge and spin = 0.0 kcal/mol
Total charge = +1

Geometry as XYZ:
```
61
Properties=species:S:1:pos:R:3:forces:R:3
I 1.166132 3.006188 -2.557367 -0.119 -0.296 0.305
I 0.451460 -2.872129 -5.508155 -0.095 0.358 0.485
I 0.335163 1.152149 -5.440364 -0.117 -0.235 0.374
I -2.911953 -2.391645 -6.812458 0.135 0.395 0.476
Cl -2.966894 -2.330939 0.723787 0.174 -0.177 0.140
S 1.008028 0.055653 1.801887 -0.485 0.004 -0.118
P 0.447545 1.342745 0.459430 1.205 -0.951 1.385
O 3.832098 0.336597 4.832918 -0.031 -0.012 0.004
O -4.183176 4.327615 -3.414321 0.077 -0.063 -0.002
O 2.125700 -4.751028 3.830273 0.003 0.012 -0.030
N -0.840904 -1.399265 -2.189935 0.073 -0.502 -0.373
C 0.304258 1.107816 -2.353376 0.042 0.207 -0.484
C -1.477317 -2.730253 -2.084842 -0.631 -0.678 0.969
C -3.155215 -0.442982 -4.400750 0.112 -0.286 -0.257
C -0.026664 0.393530 -3.506152 0.495 0.715 -0.342
C -3.702482 6.556038 -4.090758 -0.219 -0.150 -0.029
C -0.963562 -1.592376 -4.624663 -0.447 -0.529 -0.121
C 3.323687 1.035213 5.680470 0.046 -0.020 -0.012
C -0.596225 -0.857672 -3.387490 0.317 -0.311 -1.564
C 3.856275 1.077346 7.090905 0.176 -0.191 -0.125
C 2.762323 -2.523708 3.305051 -0.270 -0.201 -0.020
C 2.979515 -3.895019 3.892806 -0.064 -0.069 -0.020
C -2.196978 -1.398269 -5.094548 -0.356 -0.248 -0.172
C 2.127572 1.901932 5.370713 0.046 -0.106 -0.292
C -0.543890 -0.709572 -1.097487 -0.424 -1.009 1.622
C -2.023903 5.090091 -2.796808 -0.103 -0.190 0.044
C -1.049452 -3.563653 -0.849415 -0.221 -0.180 -0.118
C 0.027440 0.503504 -1.120683 0.561 2.679 -0.470
C -2.245755 -3.827191 0.064407 -0.068 -0.458 -0.723
C 4.307162 -4.152142 4.561590 -0.134 -0.267 0.057
C -3.386265 5.236531 -3.434110 -0.142 -0.025 -0.022
H -3.017058 -4.292706 -0.555665 -0.087 0.153 0.146
H 1.551176 2.157162 0.148942 -0.500 0.140 -0.377
H 5.118279 -4.022971 3.843421 0.040 0.169 0.080
H -4.146869 -0.469070 -4.846797 0.109 0.067 -0.030
H -2.023247 -4.564469 0.833443 0.127 0.469 0.320
H 4.173827 2.090932 7.340071 -0.148 0.019 0.102
H -0.181886 -3.169538 -0.316285 -0.119 0.101 -0.028
H -1.245428 5.218845 -3.550985 0.033 0.169 0.064
H -3.651872 7.360951 -3.355899 0.155 0.052 -0.071
H 1.850776 1.774276 4.324836 0.022 -0.034 0.037
H 2.832085 -1.765551 4.085511 0.228 0.094 -0.117
H 4.711941 0.410557 7.173985 -0.012 0.009 -0.019
H -3.270035 -0.709492 -3.345831 0.028 0.095 -0.039
H 3.085511 0.751378 7.791062 -0.026 0.175 0.049
H 1.770273 -2.480043 2.859315 0.003 -0.068 0.013
H -1.897036 5.829215 -2.004041 0.109 0.093 -0.110
H -4.707613 6.520738 -4.504630 0.012 -0.019 0.014
H 4.443521 -3.463329 5.396623 0.120 0.110 -0.113
H -1.349483 -3.335670 -2.977549 0.396 0.526 -0.185
H -2.752001 0.571815 -4.474503 -0.180 0.008 0.044
H -2.553863 -2.549829 -1.991547 0.110 0.143 -0.126
H 3.505900 -2.326087 2.531278 0.101 0.160 0.141
H -1.936954 4.093836 -2.366307 -0.044 0.007 -0.008
H -0.753956 -4.550946 -1.217382 0.127 0.105 0.047
H -2.994983 6.751061 -4.898375 0.082 0.123 0.104
H 1.284184 1.607993 5.997516 0.023 0.161 0.103
H -0.768379 -1.138042 -0.125812 -0.014 -0.221 -0.157
H -0.563496 2.235818 0.869929 -0.106 -0.022 -0.612
H 4.329753 -5.172532 4.938756 -0.021 0.011 -0.015
H 2.373208 2.950593 5.546364 -0.104 -0.009 0.175
```
Positions in Å, forces in eV/Å.

***

The evaluated molar mass for the records listed, in turn: 632.51, 1713.21, 938.57 g/mol.
The evaluated E_tot for the records listed, in turn: -82592.6123, -523407.0999, -93900.7137 eV.
The evaluated E_HOMO for the records listed, in turn: -7.71, -12.11, -10.89 eV.